{"formula": "C32H79F13I2NO19S", "method": "the ωB97M-V functional and the def2-TZVPD basis", "elements": ["C", "C", "I", "C", "I", "C", "C", "N", "C", "C", "C", "C", "O", "O", "C", "C", "C", "F", "F", "C", "F", "F", "C", "F", "F", "C", "F", "F", "S", "F", "F", "F", "F", "F", "H", "H", "H", "H", "H", "H", "H", "H", "H", "H", "H", "C", "O", "H", "H", "H", "H", "C", "O", "H", "H", "H", "H", "C", "O", "H", "H", "H", "H", "C", "O", "H", "H", "H", "H", "C", "O", "H", "H", "H", "H", "C", "O", "H", "H", "H", "H", "C", "O", "H", "H", "H", "H", "C", "O", "H", "H", "H", "H", "C", "O", "H", "H", "H", "H", "C", "O", "H", "H", "H", "H", "C", "O", "H", "H", "H", "H", "C", "O", "H", "H", "H", "H", "C", "O", "H", "H", "H", "H", "C", "O", "H", "H", "H", "H", "C", "O", "H", "H", "H", "H", "C", "O", "H", "H", "H", "H", "C", "O", "H", "H", "H", "H"], "xyz": [[2.122, -4.556, 3.294], [2.439, -3.368, 2.319], [4.488, -3.323, 1.611], [1.511, -2.450, 1.934], [-0.482, -2.739, 2.721], [1.864, -1.300, 0.972], [2.953, -0.382, 1.273], [3.317, 0.639, 0.469], [2.711, 0.883, -0.729], [1.621, 0.074, -1.164], [1.152, -1.048, -0.292], [-0.093, -1.975, -0.689], [-0.006, -2.935, -1.391], [-1.294, -1.552, -0.125], [-1.753, -0.352, -0.816], [-1.747, 0.949, 0.056], [-3.149, 1.349, 0.643], [-4.072, 1.224, -0.372], [-3.067, 2.707, 0.936], [-3.497, 0.598, 1.989], [-3.295, 1.513, 3.013], [-2.552, -0.374, 2.183], [-4.983, 0.090, 2.161], [-5.150, -0.083, 3.520], [-5.835, 1.077, 1.793], [-5.172, -1.316, 1.490], [-4.638, -2.229, 2.362], [-4.435, -1.485, 0.343], [-6.933, -1.874, 1.117], [-6.734, -3.193, 2.065], [-6.342, -2.778, -0.138], [-7.192, -0.683, 0.057], [-7.567, -1.075, 2.361], [-8.412, -2.431, 0.770], [1.533, -4.225, 4.177], [3.098, -4.944, 3.693], [1.669, -5.395, 2.716], [3.481, -0.533, 2.236], [4.083, 1.278, 0.749], [3.036, 1.713, -1.387], [1.105, 0.246, -2.135], [-1.033, -0.167, -1.663], [-2.727, -0.596, -1.296], [-1.472, 1.792, -0.637], [-0.947, 0.960, 0.843], [-0.289, 3.303, 4.728], [-1.605, 3.177, 5.254], [0.397, 3.510, 5.546], [0.004, 2.370, 4.238], [-0.256, 4.128, 4.012], [-2.188, 2.993, 4.508], [1.544, -1.712, -4.733], [0.478, -1.207, -3.927], [1.804, -0.965, -5.480], [2.414, -1.914, -4.103], [1.226, -2.627, -5.233], [0.270, -1.866, -3.273], [3.326, 2.456, 6.189], [3.737, 1.096, 6.166], [3.458, 2.881, 5.194], [2.272, 2.516, 6.471], [3.936, 3.014, 6.903], [3.610, 0.747, 7.055], [-5.060, 2.531, 5.740], [-4.365, 3.582, 6.394], [-6.130, 2.679, 5.873], [-4.823, 2.543, 4.673], [-4.772, 1.569, 6.175], [-3.425, 3.418, 6.250], [1.543, 2.297, -5.205], [0.957, 2.615, -3.947], [2.459, 2.873, -5.328], [1.782, 1.232, -5.245], [0.848, 2.552, -6.007], [0.151, 2.092, -3.870], [-5.555, 4.994, 0.209], [-6.182, 4.015, -0.616], [-5.923, 5.978, -0.074], [-5.801, 4.804, 1.258], [-4.475, 4.958, 0.069], [-5.842, 3.155, -0.348], [2.022, 3.923, 9.502], [2.434, 2.561, 9.483], [2.157, 4.342, 8.506], [0.968, 3.990, 9.781], [2.630, 4.486, 10.214], [2.307, 2.211, 10.371], [6.905, 2.639, 2.306], [5.747, 2.684, 1.460], [7.610, 1.918, 1.899], [7.373, 3.619, 2.339], [6.613, 2.330, 3.313], [5.141, 3.330, 1.842], [10.423, 4.767, 1.674], [9.563, 3.632, 1.692], [10.644, 5.052, 2.701], [11.355, 4.522, 1.159], [9.929, 5.600, 1.167], [9.381, 3.397, 0.773], [-3.642, 7.689, 1.793], [-3.211, 6.331, 1.809], [-3.459, 8.099, 0.802], [-4.710, 7.743, 2.015], [-3.080, 8.266, 2.531], [-3.382, 5.989, 2.694], [2.247, -5.159, -7.086], [2.937, -4.137, -6.370], [1.176, -4.985, -6.996], [2.532, -5.130, -8.140], [2.492, -6.136, -6.662], [3.880, -4.313, -6.463], [-5.110, -4.332, -3.257], [-5.589, -4.927, -2.054], [-4.825, -5.122, -3.949], [-5.898, -3.724, -3.706], [-4.237, -3.709, -3.038], [-5.834, -4.209, -1.460], [-2.057, -5.505, -1.684], [-1.574, -5.884, -0.401], [-1.214, -5.172, -2.287], [-2.534, -6.361, -2.170], [-2.776, -4.689, -1.586], [-2.335, -6.175, 0.115], [-1.648, -6.726, -7.070], [-1.416, -5.806, -6.008], [-1.244, -6.305, -7.989], [-1.147, -7.674, -6.858], [-2.721, -6.893, -7.191], [-1.780, -6.199, -5.207], [-8.031, -1.148, -4.697], [-7.653, -2.521, -4.702], [-7.844, -0.733, -5.686], [-9.093, -1.055, -4.462], [-7.439, -0.601, -3.958], [-7.828, -2.867, -3.820], [5.982, -1.581, -7.384], [5.399, -1.253, -6.129], [6.897, -1.003, -7.506], [6.220, -2.647, -7.412], [5.286, -1.331, -8.189], [4.592, -1.776, -6.045], [8.615, 0.031, -0.697], [9.309, 1.038, 0.029], [7.545, 0.217, -0.611], [8.903, 0.063, -1.750], [8.844, -0.953, -0.280], [10.252, 0.856, -0.058]], "forces_ev_per_angstrom": [[1.6, 0.3, -0.4], [-0.9, -0.1, 0.5], [-1.0, -0.1, 0.3], [1.3, -0.1, -0.3], [1.1, 0.4, -0.4], [-0.4, 1.3, -1.5], [-1.4, -1.4, 0.4], [-0.5, -0.2, -0.5], [-1.8, -1.1, -1.0], [0.1, -1.3, 2.1], [1.3, 0.9, 0.5], [0.1, 0.8, 0.5], [0.3, 0.7, 0.6], [1.0, 0.2, -0.9], [0.7, 0.5, -0.6], [-0.2, 0.2, -0.4], [1.7, 1.1, -0.9], [0.2, -0.2, 1.3], [-0.4, -1.4, -0.3], [0.6, 1.1, 0.6], [-0.3, -1.0, -1.0], [-1.4, 0.5, -0.2], [0.4, 0.4, 1.5], [0.0, -0.1, -1.5], [0.7, -1.0, -0.2], [1.5, -1.5, 0.1], [-0.5, 1.3, -0.7], [-0.8, 1.2, 1.2], [-2.3, -2.7, -0.8], [-0.4, 1.5, -0.8], [-0.7, 0.8, 1.1], [0.6, -0.5, 1.4], [1.0, -0.2, -1.2], [1.4, 0.6, 0.2], [0.1, -0.3, -0.9], [-0.9, 0.3, -0.4], [0.0, 0.7, 0.5], [-0.2, 0.5, -0.8], [-0.1, -0.4, 0.1], [0.0, -0.6, 0.9], [0.7, -0.1, 0.8], [-0.9, -0.1, 0.6], [0.6, 0.3, 0.6], [-0.5, -0.7, 0.6], [-0.9, -0.3, -0.6], [-0.2, 0.0, -0.1], [-0.2, -0.1, -0.1], [-0.1, 0.0, 0.0], [0.2, 0.0, 0.0], [0.2, 0.0, 0.0], [0.1, 0.0, 0.1], [-0.1, -0.3, 0.2], [0.0, 0.9, -0.2], [-0.1, 0.0, 0.1], [0.1, -0.1, -0.2], [0.2, 0.0, 0.0], [-0.1, -0.6, 0.2], [0.0, -0.2, 0.3], [0.0, -0.1, -0.2], [0.0, -0.1, 0.0], [0.0, 0.2, 0.0], [-0.1, 0.2, -0.1], [0.0, 0.0, -0.1], [0.3, 0.1, 0.1], [0.0, 0.0, -0.1], [0.1, 0.1, 0.0], [-0.2, -0.2, -0.1], [-0.1, -0.1, -0.1], [0.0, 0.2, 0.2], [-0.2, -0.2, -0.1], [0.1, -0.1, 0.4], [-0.1, 0.0, 0.1], [0.1, 0.0, -0.2], [0.2, -0.1, -0.1], [0.1, 0.1, -0.1], [0.1, -0.4, -0.1], [-0.1, 0.0, -0.1], [-0.1, -0.1, -0.1], [0.1, 0.2, 0.1], [0.0, 0.2, 0.2], [-0.1, 0.1, -0.1], [0.0, -0.2, 0.3], [0.1, -0.1, -0.1], [0.0, -0.1, 0.0], [0.0, 0.2, 0.0], [-0.1, 0.2, -0.1], [0.0, 0.0, -0.1], [-0.1, 0.0, 0.4], [-0.8, -0.3, -0.3], [-0.1, 0.1, -0.1], [0.1, -0.1, 0.0], [0.1, 0.0, 0.0], [0.2, 0.0, -0.1], [-0.1, -0.2, -0.2], [0.2, 0.2, 0.0], [0.0, -0.1, 0.0], [0.1, 0.2, 0.1], [0.2, 0.1, 0.0], [0.0, -0.2, 0.2], [0.0, -0.1, 0.2], [0.1, -0.1, 0.0], [0.0, -0.1, 0.0], [0.0, 0.2, 0.0], [-0.1, 0.2, -0.1], [0.0, 0.0, -0.1], [0.2, 0.0, -0.1], [0.2, 0.2, 0.1], [0.1, 0.0, 0.1], [-0.1, -0.1, 0.0], [-0.1, -0.1, -0.1], [-0.1, 0.0, 0.1], [-0.2, 0.2, 0.3], [0.1, -0.1, 0.1], [0.0, 0.0, 0.1], [0.3, 0.0, -0.2], [0.0, 0.0, -0.2], [0.0, -0.2, -0.1], [-0.1, -0.1, 0.2], [0.1, 0.0, 0.1], [0.0, 0.0, 0.1], [-0.1, 0.1, -0.1], [0.0, 0.0, -0.2], [0.1, 0.0, 0.0], [-0.1, -0.1, 0.3], [0.1, 0.1, 0.0], [0.0, 0.1, 0.1], [0.0, -0.1, -0.2], [0.0, -0.1, -0.2], [0.1, 0.1, -0.1], [0.0, -0.2, 0.2], [0.1, 0.0, 0.0], [0.0, -0.1, 0.0], [0.0, 0.2, 0.0], [-0.1, 0.2, -0.1], [-0.1, 0.0, -0.2], [-0.3, -0.1, 0.1], [-0.1, 0.0, 0.2], [-0.1, 0.0, 0.1], [0.1, 0.0, -0.2], [0.2, -0.1, -0.2], [0.1, 0.1, 0.0], [0.3, 0.0, 0.0], [-0.1, 0.1, 0.0], [0.1, 0.1, 0.0], [-0.2, -0.1, 0.0], [-0.1, -0.1, -0.1], [-0.1, 0.1, 0.1]], "orbital_gap_ev": 7.435, "fmax_ev_per_a": 3.6, "total_charge": 1, "energy_ev": -137203.249, "e_lumo_ev": -4.12}